[1]
Entry from OMol25: a gas-phase ion, C2H2N3OS (charge +1) at a distorted geometry (ωB97M-V with the def2-TZVPD basis set).

## Properties
Relative energy (zero: lowest compared OMol25 entry of this formula, charge and spin) in eV: 2.921
Charge: +1
Gap between HOMO and LUMO in Ha: 0.265

Geometry as XYZ:
```
9
Properties=species:S:1:pos:R:3:mulliken_charge:R:1
N -0.579 2.500 -0.727 -0.3237
N 0.190 0.459 -0.213 -0.0347
H -0.054 1.912 1.325 0.3465
O -1.963 3.535 -2.080 -0.1535
H 0.755 -0.161 0.430 0.2685
S -1.072 2.704 -2.776 0.7399
C -0.154 1.779 0.190 -0.0003
N -0.824 1.403 -1.793 0.2036
C -0.068 0.169 -1.464 -0.0464
```

---

[2]
Entry from OMol25: C6H10O in the gas phase at a distorted geometry (ωB97M-V with the def2-TZVPD basis set).

## Properties
SMILES: C/C=C/C=C(/C)O
Relative energy (zero: lowest compared OMol25 entry of this formula, charge and spin) in eV: 3.896
Gap between HOMO and LUMO in Ha: 0.275

Geometry as XYZ:
```
17
Properties=species:S:1:pos:R:3:mulliken_charge:R:1
H -2.469 -0.315 1.847 0.2239
C -0.479 0.523 0.299 -0.6368
H -1.759 -1.703 2.916 0.2818
C 1.248 0.582 -3.143 -0.9797
H -2.407 -2.005 1.271 0.2575
H 1.387 -0.256 -0.413 0.2538
C 0.540 0.428 -0.678 -0.0278
C 0.421 0.810 -1.956 -0.1253
H 2.342 0.440 -2.748 0.2614
H 0.957 -0.351 -3.631 0.2403
H 1.073 0.274 2.145 0.3650
O 0.607 -0.512 2.298 -0.5171
C -0.537 -0.465 1.279 0.5781
H -0.636 1.271 -2.096 0.1969
C -1.760 -1.224 1.870 -0.9422
H -1.164 1.434 0.251 0.2836
H 1.220 1.392 -3.955 0.2865
```